# 1
ORCA calculation (ωB97M-V/def2-TZVPD) on a molecular structure, C3H9N3O.

Last column: Löwdin charge in e.
CARTESIAN COORDINATES (ANGSTROEM)
C1 -0.559 -0.815 0.510  -0.3841
C2 0.014 1.547 0.559  -0.1189
N1 -0.471 0.386 -0.160  -0.0751
N2 -0.946 -1.934 -0.159  0.1018
C3 2.002 0.225 -1.242  -0.1208
O1 -1.998 0.012 1.257  -0.1899
N3 0.872 -0.314 -1.229  0.0509
H1 -2.720 -0.177 0.643  0.0217
H2 0.052 -0.982 1.399  0.1461
H3 -1.326 -1.780 -1.083  0.1029
H4 -0.348 -2.739 -0.065  0.0980
H5 0.718 1.315 1.364  0.0876
H6 0.512 2.206 -0.155  0.0734
H7 -0.843 2.068 0.975  0.0839
H8 2.728 -0.088 -1.999  0.0654
H9 2.314 1.071 -0.614  0.0571

Summary:
Lowest unoccupied orbital energy = 0.997 eV
F_max = 0.1004 hartree/bohr
Relative energy (zero: lowest compared OMol25 entry of this formula, charge and spin) = 516.5 kJ/mol
Gap between HOMO and LUMO = 9.487 eV


# 2
ORCA calculation (ωB97M-V/def2-TZVPD) on a molecular structure, C15H10Cl2N5OPdS2.

Last column: Löwdin charge in e.
CARTESIAN COORDINATES (ANGSTROEM)
Pd1 -0.573 -0.658 -0.056  1.0019
Cl1 -3.900 2.033 2.639  0.7637
C1 -2.402 2.562 2.025  -0.5966
C2 -1.979 3.870 2.252  -0.1139
C3 -0.771 4.317 1.771  -0.6069
Cl2 -0.283 5.926 2.100  0.7449
C4 0.097 3.460 1.017  -0.1657
C5 1.358 3.826 0.525  0.0097
C6 2.107 2.901 -0.160  -0.0243
C7 1.593 1.619 -0.365  -0.0939
N1 0.405 1.254 0.086  0.0039
C8 -0.339 2.151 0.772  -0.1548
C9 -1.609 1.657 1.272  -0.4104
O1 -1.966 0.476 1.007  -0.1489
H1 -2.612 4.535 2.823  0.1147
H2 1.731 4.826 0.697  0.1044
H3 3.085 3.149 -0.544  0.1169
H4 2.151 0.870 -0.912  0.1203
N2 0.342 -2.660 2.861  0.1187
C10 0.528 -3.275 1.669  -0.6785
N3 0.263 -2.710 0.521  -0.0128
C11 0.585 -3.545 -0.538  -0.3356
C12 1.084 -4.748 -0.185  -0.3262
S1 1.177 -4.871 1.533  1.1023
C13 0.361 -3.003 -1.882  -0.3254
C14 0.565 -3.596 -3.077  -0.3210
S2 0.107 -2.533 -4.358  1.1114
C15 -0.328 -1.336 -3.192  -0.6767
N4 -0.141 -1.711 -1.954  -0.0243
N5 -0.782 -0.107 -3.534  0.1186
H5 -0.233 -1.832 2.858  0.1009
H6 0.348 -3.205 3.705  0.1062
H7 1.411 -5.556 -0.816  0.0850
H8 0.935 -4.585 -3.286  0.0871
H9 -1.107 0.059 -4.470  0.1075
H10 -1.208 0.438 -2.801  0.0979

Summary:
Lowest unoccupied orbital energy (spin up / spin down) = -5.339 / -5.099 eV
F_max = 0.0664 hartree/bohr
Relative energy (zero: lowest compared OMol25 entry of this formula, charge and spin) = 221.4 kJ/mol
Net charge = +1
Gap between HOMO and LUMO (spin up / spin down) = 4.967 / 5.275 eV


# 3
ORCA calculation (ωB97M-V/def2-TZVPD) on a molecular structure, C42H42BClIIrN8O.

Last column: Löwdin charge in e.
CARTESIAN COORDINATES (ANGSTROEM)
Ir1 -0.582 -0.141 0.260  1.5612
C1 1.648 2.176 2.096  -0.0794
C2 0.518 2.419 3.090  -0.3486
C3 0.789 3.715 3.862  -0.0641
C4 -0.859 2.452 2.480  -0.2591
C5 -1.981 3.044 3.072  0.0036
C6 -3.019 2.802 2.203  -0.0507
N1 -2.550 2.095 1.168  -0.0387
N2 -1.219 1.886 1.317  0.0110
B1 -3.380 1.672 -0.056  -0.5361
N3 -3.643 0.140 -0.085  -0.0366
C7 -4.855 -0.416 -0.163  -0.0471
C8 -4.703 -1.776 -0.337  0.0105
C9 -3.324 -1.994 -0.369  -0.2558
N4 -2.689 -0.823 -0.202  -0.0148
C10 -2.696 -3.347 -0.573  -0.3420
C11 -2.169 -3.489 -2.005  -0.0621
C12 -1.656 -3.716 0.485  -0.0527
N5 -2.729 2.010 -1.396  -0.0383
C13 -3.281 2.778 -2.350  -0.0561
C14 -2.576 2.590 -3.511  -0.0075
C15 -1.582 1.657 -3.175  -0.2779
N6 -1.665 1.329 -1.880  0.0887
C16 -0.634 1.039 -4.160  -0.3692
C17 -1.388 0.057 -5.066  -0.0471
C18 0.067 2.105 -5.006  -0.0592
H1 2.562 1.900 2.625  0.0921
H2 1.418 1.368 1.405  0.0047
H3 1.855 3.089 1.530  0.0870
H4 0.513 1.597 3.816  0.1420
H5 0.641 4.582 3.215  0.0922
H6 0.136 3.822 4.728  0.0752
H7 1.819 3.725 4.222  0.0835
H8 -2.025 3.583 4.002  0.1076
H9 -4.060 3.076 2.256  0.1283
H10 -4.442 2.226 0.020  0.1240
H11 -5.740 0.194 -0.099  0.1283
H12 -5.473 -2.520 -0.445  0.1126
H13 -3.527 -4.049 -0.467  0.1353
H14 -1.298 -2.853 -2.162  0.0400
H15 -1.882 -4.523 -2.204  0.0726
H16 -2.937 -3.202 -2.725  0.0845
H17 -0.785 -3.065 0.443  0.0338
H18 -2.082 -3.649 1.487  0.0760
H19 -1.313 -4.740 0.326  0.0868
H20 -4.158 3.369 -2.143  0.1247
H21 -2.766 3.032 -4.474  0.1098
H22 0.110 0.461 -3.617  0.0998
H23 -2.234 0.551 -5.546  0.0849
H24 -0.729 -0.326 -5.848  0.0813
H25 -1.772 -0.789 -4.493  0.0765
H26 -0.640 2.571 -5.694  0.0822
H27 0.497 2.895 -4.390  0.0737
H28 0.863 1.659 -5.606  0.0792
Cl1 4.647 -0.161 -4.563  0.8091
C19 3.405 -0.653 -3.502  -0.5655
C20 3.101 -2.003 -3.413  -0.1462
C21 2.111 -2.450 -2.556  -0.6061
I1 1.724 -4.458 -2.330  1.0769
C22 1.337 -1.518 -1.776  -0.3976
O1 0.413 -1.860 -1.025  -0.1067
C23 1.702 -0.101 -1.867  -0.2132
N7 1.042 0.729 -1.045  -0.0134
C24 1.349 2.014 -1.041  -0.1042
C25 2.376 2.533 -1.831  0.0112
C26 3.068 1.696 -2.670  0.0094
C27 2.730 0.333 -2.706  -0.1871
H29 3.654 -2.708 -4.018  0.1068
H30 0.757 2.645 -0.390  0.1082
H31 2.610 3.586 -1.775  0.1275
H32 3.861 2.069 -3.303  0.1079
C28 -2.768 -1.732 3.665  -0.0590
C29 -1.883 -2.613 4.270  -0.0601
C30 -0.544 -2.572 3.930  -0.0395
C31 -0.058 -1.674 2.973  -0.1935
C32 -0.979 -0.895 2.261  -0.2005
C33 -2.315 -0.892 2.661  -0.1139
C34 1.416 -1.522 2.820  -0.2149
C35 2.245 -1.885 3.922  0.0055
C36 3.589 -1.734 3.840  0.0119
C37 4.151 -1.193 2.664  -0.1517
C38 5.543 -0.989 2.519  -0.0211
C39 6.049 -0.415 1.389  -0.0646
C40 5.168 -0.020 0.362  -0.0545
C41 3.821 -0.214 0.484  -0.0136
C42 3.263 -0.818 1.633  -0.2024
N8 1.906 -0.997 1.721  0.1467
H33 -3.812 -1.714 3.950  0.1129
H34 -2.229 -3.310 5.022  0.1128
H35 0.135 -3.261 4.413  0.1088
H36 -3.038 -0.251 2.176  0.0844
H37 1.798 -2.251 4.832  0.1073
H38 4.232 -1.996 4.671  0.1266
H39 6.198 -1.295 3.325  0.1198
H40 7.113 -0.249 1.286  0.1097
H41 5.561 0.442 -0.535  0.1064
H42 3.157 0.108 -0.299  0.0689

Summary:
Lowest unoccupied orbital energy (spin up / spin down) = -3.589 / -5.537 eV
F_max = 0.0163 hartree/bohr
<S²> = 8.797
Spin multiplicity = 6
Relative energy (zero: lowest compared OMol25 entry of this formula, charge and spin) = 0.0 kJ/mol
Net charge = +1
Gap between HOMO and LUMO (spin up / spin down) = 6.416 / 5.368 eV


# 4
ORCA calculation (ωB97M-V/def2-TZVPD) on 18 unconnected molecules or ions with the total composition C36H102ClN3O19Si.

Last column: Löwdin charge in e.
CARTESIAN COORDINATES (ANGSTROEM)
C1 -2.870 -0.586 7.831  -0.0879
C2 -2.085 -1.427 6.681  -0.2684
O1 -1.399 -0.460 5.857  -0.2541
C3 -1.147 -0.974 4.510  -0.2585
Si1 0.775 -1.196 4.297  0.3769
Cl1 1.632 -2.286 5.912  0.3090
C4 1.020 -2.211 2.696  -0.2934
C5 0.960 -3.801 2.870  -0.2595
C6 -0.413 -4.384 3.445  -0.1933
C7 -1.636 -4.420 2.406  -0.2031
N1 -1.549 -3.431 1.294  -0.0282
C8 -2.851 -3.135 0.679  -0.4125
N2 -3.070 -3.560 -0.566  0.0998
N3 -3.919 -2.342 1.387  0.0893
C9 1.532 0.578 4.182  -0.2590
O2 0.616 1.571 3.621  -0.1641
C10 1.447 2.643 3.115  -0.1375
C11 2.531 3.287 4.059  0.0485
C12 3.424 4.436 3.544  -0.2081
C13 4.504 5.104 4.551  -0.0847
C14 3.311 4.962 2.088  -0.0439
C15 2.251 4.356 1.126  -0.0019
C16 1.337 3.217 1.684  -0.0685
C17 0.218 2.638 0.679  -0.3316
C18 0.764 2.376 -0.800  -0.0927
C19 -0.904 3.815 0.552  -0.0751
H1 -3.411 0.324 7.408  0.0783
H2 -3.653 -1.295 8.269  0.0729
H3 -2.161 -0.218 8.644  0.0749
H4 -1.345 -2.102 7.232  0.1145
H5 -2.876 -2.035 6.127  0.1085
H6 -1.514 -0.190 3.746  0.1081
H7 -1.721 -1.941 4.311  0.0685
H8 0.315 -1.779 1.910  0.0732
H9 2.090 -1.968 2.322  0.0888
H10 1.814 -4.208 3.532  0.1036
H11 1.148 -4.265 1.829  0.1118
H12 -0.793 -3.891 4.399  0.0830
H13 -0.202 -5.486 3.728  0.1176
H14 -1.812 -5.468 1.962  0.1267
H15 -2.587 -4.172 3.009  0.0955
H16 -0.827 -3.662 0.603  0.1049
H17 -2.253 -4.075 -0.928  0.0324
H18 -4.403 -3.009 2.018  0.0367
H19 -3.448 -1.607 1.940  0.0711
H20 1.776 0.882 5.269  0.0861
H21 2.468 0.557 3.521  0.0848
H22 2.660 2.903 5.129  0.0865
H23 3.925 5.342 5.512  0.0787
H24 4.855 6.090 4.102  0.0722
H25 5.331 4.333 4.697  0.0774
H26 3.961 5.797 1.670  0.0965
H27 2.172 4.773 0.064  0.1038
H28 -0.227 1.686 1.133  0.1253
H29 1.315 3.274 -1.258  0.0552
H30 -0.164 2.185 -1.466  0.0879
H31 1.435 1.449 -0.909  0.0669
H32 -1.933 3.406 0.281  0.0711
H33 -0.496 4.555 -0.232  0.0888
H34 -0.893 4.399 1.543  0.0668
C20 1.873 -1.590 -2.714  -0.1604
O3 1.619 -0.865 -1.519  -0.1427
H35 2.143 -0.889 -3.503  0.0838
H36 2.698 -2.287 -2.550  0.0664
H37 0.975 -2.138 -3.009  0.0689
H38 1.383 -1.510 -0.840  0.0683
C21 3.697 0.501 7.930  -0.1449
O4 3.471 1.576 7.028  -0.1506
H39 4.234 -0.291 7.407  0.0569
H40 4.297 0.851 8.774  0.0809
H41 2.740 0.114 8.288  0.0774
H42 2.996 2.261 7.515  0.0836
C22 0.768 -3.013 -6.321  -0.1469
O5 1.809 -2.954 -5.356  -0.1389
H43 0.435 -1.999 -6.544  0.0798
H44 1.143 -3.480 -7.235  0.0600
H45 -0.070 -3.591 -5.922  0.0758
H46 2.084 -3.862 -5.178  0.0838
C23 -4.905 -4.795 4.455  -0.1365
O6 -5.112 -3.693 3.580  -0.1555
H47 -4.390 -5.585 3.909  0.0820
H48 -4.291 -4.482 5.303  0.0748
H49 -5.868 -5.169 4.809  0.0833
H50 -5.569 -3.009 4.085  0.0967
C24 2.940 -2.266 -9.470  -0.1625
O7 2.678 -3.648 -9.271  -0.1393
H51 2.000 -1.718 -9.427  0.0608
H52 3.607 -1.902 -8.683  0.0833
H53 3.401 -2.116 -10.449  0.0772
H54 3.526 -4.107 -9.314  0.0772
C25 -5.924 -0.655 -1.587  -0.1486
O8 -6.257 -2.025 -1.431  -0.1473
H55 -6.836 -0.059 -1.539  0.0833
H56 -5.249 -0.350 -0.784  0.0697
H57 -5.444 -0.502 -2.557  0.0694
H58 -5.430 -2.525 -1.477  0.0582
C26 1.064 4.479 -4.057  -0.1504
O9 1.491 5.048 -2.825  -0.1499
H59 0.298 3.732 -3.853  0.0448
H60 0.647 5.260 -4.697  0.0799
H61 1.912 4.001 -4.554  0.0810
H62 2.167 5.704 -3.034  0.0762
C27 -3.277 6.625 2.104  -0.1519
O10 -2.404 5.653 2.662  -0.1456
H63 -2.684 7.470 1.752  0.0803
H64 -3.821 6.190 1.265  0.0509
H65 -3.980 6.970 2.867  0.0779
H66 -2.952 4.919 2.965  0.0757
C28 -2.450 2.732 -5.708  -0.1472
O11 -1.407 2.791 -4.746  -0.1456
H67 -2.781 3.747 -5.929  0.0810
H68 -2.081 2.265 -6.624  0.0757
H69 -3.289 2.158 -5.308  0.0738
H70 -1.132 1.881 -4.568  0.0836
C29 -8.709 -4.748 -2.996  -0.1697
O12 -8.274 -4.240 -1.745  -0.1312
H71 -9.516 -5.462 -2.825  0.0745
H72 -9.078 -3.929 -3.620  0.0734
H73 -7.880 -5.255 -3.498  0.0731
H74 -7.560 -3.611 -1.924  0.0294
C30 5.529 -1.987 -1.188  -0.1580
O13 4.231 -2.191 -0.652  -0.1513
H75 5.971 -2.956 -1.425  0.0777
H76 5.459 -1.389 -2.099  0.0771
H77 6.152 -1.475 -0.452  0.0640
H78 3.866 -1.318 -0.453  0.0609
C31 6.661 -1.174 5.786  -0.1647
O14 6.415 -0.101 4.896  -0.1271
H79 7.201 -1.962 5.261  0.0807
H80 7.265 -0.826 6.629  0.0785
H81 5.706 -1.567 6.144  0.0614
H82 5.935 0.578 5.389  0.0662
C32 0.857 -0.618 -11.965  -0.1552
O15 1.405 0.080 -10.855  -0.1427
H83 1.249 -1.635 -11.968  0.0744
H84 -0.232 -0.650 -11.880  0.0784
H85 1.145 -0.117 -12.893  0.0774
H86 1.044 0.975 -10.875  0.0806
C33 -5.412 4.209 -0.340  -0.1492
O16 -5.661 4.930 0.859  -0.1426
H87 -5.146 4.915 -1.127  0.0833
H88 -4.585 3.511 -0.187  0.0666
H89 -6.312 3.662 -0.635  0.0749
H90 -5.894 4.284 1.537  0.0822
C34 8.198 1.127 -1.876  -0.1563
O17 6.900 0.920 -1.341  -0.1401
H91 8.639 0.158 -2.113  0.0776
H92 8.130 1.726 -2.788  0.0747
H93 8.823 1.639 -1.140  0.0761
H94 6.531 1.790 -1.140  0.0764
C35 -5.825 -1.869 -5.895  -0.1609
O18 -6.976 -1.779 -5.069  -0.1312
H95 -6.060 -1.447 -6.872  0.0780
H96 -5.003 -1.306 -5.445  0.0688
H97 -5.538 -2.917 -6.014  0.0768
H98 -6.742 -2.159 -4.212  0.0540
C36 4.731 1.170 1.783  -0.1412
O19 4.463 2.221 0.877  -0.1352
H99 5.278 0.384 1.261  0.0716
H100 5.338 1.543 2.612  0.0776
H101 3.789 0.765 2.162  0.0487
H102 3.974 2.900 1.374  0.0073

Summary:
Lowest unoccupied orbital energy = 0.192 eV
F_max = 0.0937 hartree/bohr
Gap between HOMO and LUMO = 8.155 eV


# 5
ORCA calculation (ωB97M-V/def2-TZVPD) on a molecular structure, C12H16ClNO3W.

Last column: Löwdin charge in e.
CARTESIAN COORDINATES (ANGSTROEM)
Cl1 -1.060 -3.079 1.146  0.5765
C1 -0.463 -0.289 -1.952  -0.0968
C2 -0.911 1.017 -1.529  -0.0941
C3 -2.176 0.893 -0.896  -0.0770
H1 -0.487 1.938 -1.921  0.1345
C4 -2.525 -0.529 -0.891  -0.3984
C5 -1.480 -1.244 -1.638  -0.0947
H2 -1.445 -2.327 -1.855  0.1629
H3 0.330 -0.401 -2.693  0.1611
H4 -2.746 1.732 -0.440  0.1699
C6 -3.406 -1.163 0.116  -0.0511
W1 -0.814 -0.455 0.331  1.4829
C7 -0.301 0.977 1.637  -0.1375
O1 0.204 1.809 2.264  0.2054
C8 0.598 -2.016 0.696  -0.5973
O2 1.687 -2.432 0.807  0.1373
H5 -3.488 -0.501 1.004  0.1182
H6 -2.899 -2.089 0.504  -0.0031
H7 -4.415 -1.420 -0.270  0.1515
C9 4.848 3.112 -0.441  -0.0075
N1 4.051 1.858 -0.272  -0.1199
C10 4.736 0.625 0.016  -0.0258
C11 2.719 1.678 -0.367  -0.4878
C12 1.824 2.870 -0.615  0.0428
O3 2.228 0.541 -0.244  -0.0145
H8 5.917 2.847 -0.317  0.0975
H9 4.639 3.901 0.328  0.1099
H10 4.764 3.579 -1.456  0.1110
H11 4.347 0.261 0.974  0.1071
H12 4.470 -0.072 -0.785  0.1049
H13 5.804 0.787 0.064  0.0974
H14 1.368 2.645 -1.574  0.0766
H15 1.139 2.814 0.233  0.0674
H16 2.480 3.753 -0.628  0.0907

Summary:
Lowest unoccupied orbital energy (spin up / spin down) = -10.735 / -10.726 eV
F_max = 0.1180 hartree/bohr
<S²> = 2.026
Spin multiplicity = 3
Relative energy (zero: lowest compared OMol25 entry of this formula, charge and spin) = 356.3 kJ/mol
Net charge = +2
Gap between HOMO and LUMO (spin up / spin down) = 4.746 / 4.683 eV